No. 1
Computed, not measured: a molecular structure, C18H30AlN9P, with ωB97M-V/def2-TZVPD.

Geometry as XYZ:
```
59
Properties=species:S:1:pos:R:3
Al 0.000 0.001 0.815
C 1.272 1.201 3.349
C 0.138 2.088 2.849
N -0.921 1.222 2.301
C -1.675 0.507 3.346
C -1.875 -0.919 2.850
N -0.596 -1.405 2.304
C 0.399 -1.699 3.351
C 1.735 -1.160 2.853
N 1.516 0.190 2.305
H 2.159 1.810 3.540
H 1.019 0.712 4.289
H -0.230 2.731 3.651
H 0.524 2.717 2.042
H -1.601 1.818 1.841
H -1.125 0.535 4.287
H -2.646 0.971 3.536
H -2.248 -1.558 3.653
H -2.612 -0.901 2.042
H -0.771 -2.292 1.844
H 0.099 -1.235 4.290
H 0.483 -2.771 3.541
H 2.475 -1.163 3.657
H 2.087 -1.808 2.046
H 2.371 0.481 1.845
C -1.499 2.518 -3.781
N -1.291 2.401 -2.362
C -1.638 3.303 -1.417
C -1.254 2.782 -0.216
N -0.674 1.550 -0.410
C -0.712 1.366 -1.741
P 0.003 -0.005 -2.695
C 1.546 -0.069 -1.736
N 1.683 -0.191 -0.405
C 3.039 -0.304 -0.208
C 3.686 -0.233 -1.406
N 2.733 -0.085 -2.354
C 2.941 0.036 -3.774
C -0.828 -1.306 -1.736
N -1.007 -1.360 -0.405
C -1.789 -2.473 -0.208
C -2.051 -3.070 -1.406
N -1.440 -2.324 -2.354
C -1.435 -2.569 -3.772
H -2.079 3.414 -3.992
H -2.046 1.653 -4.161
H -0.546 2.594 -4.309
H -2.126 4.230 -1.643
H -1.344 3.284 0.724
H 3.517 -0.475 0.734
H 4.733 -0.274 -1.630
H 4.007 0.091 -3.982
H 2.466 0.941 -4.155
H 2.532 -0.828 -4.302
H -2.180 -2.798 0.734
H -2.615 -3.953 -1.629
H -1.920 -3.520 -3.979
H -0.413 -2.611 -4.151
H -1.977 -1.785 -4.304
```

Results
* Kohn-Sham gap: 9.428 eV
* relative energy (zero: lowest compared OMol25 entry of this formula, charge and spin): 19.25 kcal/mol
* DFT total energy: -1779.77537 a.u.
* net charge: +3


No. 2
Computed, not measured: a molecular structure, C18H30BBr28NO5S, with ωB97M-V/def2-TZVPD.

Geometry as XYZ:
```
84
Properties=species:S:1:pos:R:3
C -2.197 -3.507 -1.860
C -1.417 -3.995 -0.635
O -0.250 -3.218 -0.362
B -0.454 -2.035 0.313
O -1.646 -1.688 0.935
C 0.830 -1.070 0.455
N 2.007 -1.954 0.526
C 0.908 0.001 -0.672
S -0.565 -0.331 -1.839
C 2.143 -0.070 -1.589
C 3.570 0.072 -1.014
C 4.464 0.821 -2.012
Br 3.772 0.909 0.733
O 0.741 1.325 -0.255
C -0.475 1.654 0.393
C -1.344 2.647 -0.452
O -0.527 3.099 -1.519
O -1.322 3.234 -2.678
H -1.499 -3.353 -2.690
H -2.916 -4.265 -2.183
H -2.700 -2.556 -1.671
H -2.059 -4.145 0.236
H -1.054 -4.992 -0.918
H -2.392 -1.649 0.325
H 0.698 -0.561 1.428
H 1.789 -2.808 1.024
H 2.767 -1.530 1.049
H -0.025 -1.006 -2.871
H 2.099 -1.036 -2.103
H 1.988 0.680 -2.374
H 4.008 -0.921 -0.939
H 4.116 1.839 -2.200
H 5.491 0.866 -1.632
H 4.524 0.225 -2.932
H -1.084 0.810 0.725
H -0.205 2.230 1.325
H -2.144 2.062 -0.902
H -1.720 3.438 0.167
H -1.458 2.338 -3.037
C 7.251 -1.800 1.500
Br 5.573 -2.411 0.767
Br 8.694 -1.963 0.238
Br 7.090 -0.004 2.176
H 7.482 -2.443 2.338
C 1.659 2.346 2.781
Br 0.118 2.441 3.948
Br 1.514 3.555 1.295
Br 3.320 2.598 3.707
H 1.692 1.342 2.375
C -4.864 1.238 -0.459
Br -3.616 1.479 0.988
Br -4.923 2.769 -1.628
Br -4.516 -0.384 -1.438
H -5.846 1.136 -0.017
C -1.871 6.407 1.912
Br -0.114 6.666 2.645
Br -1.982 4.759 0.825
Br -3.228 6.446 3.284
H -2.064 7.244 1.253
C -2.784 -4.965 3.548
Br -3.346 -6.134 4.969
Br -1.234 -5.658 2.635
Br -4.219 -4.584 2.321
H -2.493 -4.027 4.000
C -7.557 0.184 -3.630
Br -6.196 -0.301 -4.900
Br -8.938 1.253 -4.439
Br -8.279 -1.362 -2.736
H -7.081 0.796 -2.875
C -2.277 3.707 -6.672
Br -3.630 2.393 -6.280
Br -1.884 4.764 -5.115
Br -0.693 2.898 -7.413
H -2.677 4.371 -7.425
C 0.868 -8.585 4.333
Br -0.474 -9.857 4.870
Br 1.649 -7.691 5.850
Br 2.210 -9.393 3.214
H 0.371 -7.830 3.742
C 6.245 5.457 2.960
Br 6.313 3.540 2.775
Br 4.490 6.147 2.568
Br 6.869 6.026 4.691
H 6.921 5.871 2.225
```

Results
* Kohn-Sham gap: 8.752 eV
* DFT total energy: -73629.99870 a.u.


No. 3
Computed, not measured: 2 unconnected molecules or ions with the total composition C18H30BBrClIO6S, with ωB97M-V/def2-TZVPD.

Geometry as XYZ:
```
59
Properties=species:S:1:pos:R:3
C -1.117 2.441 1.018
C -1.789 1.125 0.587
C -1.623 0.882 -0.918
C -2.676 1.647 -1.749
C -1.428 -0.617 -1.408
B -1.101 -0.337 -2.954
C 0.308 0.144 -3.481
O -2.150 -0.382 -3.854
C -0.240 -1.246 -0.640
Cl 0.597 -2.594 -1.593
C 0.895 -0.381 -0.120
C 1.674 -1.000 1.036
C 2.734 -0.049 1.579
Br 4.027 0.480 0.237
O -0.831 -1.944 0.455
C -2.044 -2.422 0.103
O -2.577 -3.332 0.670
C -2.546 -1.674 -1.125
S -2.458 -3.063 -2.406
C -4.048 -1.331 -1.122
C -4.753 -0.426 -0.114
C -6.266 -0.431 -0.443
I -4.510 -0.971 1.955
H -1.714 3.281 0.656
H -0.120 2.554 0.596
H -1.097 2.527 2.101
H -1.371 0.318 1.183
H -2.829 1.224 0.873
H -0.673 1.347 -1.180
H -3.446 1.013 -2.169
H -3.165 2.385 -1.111
H -2.210 2.208 -2.556
H 0.171 0.650 -4.437
H 0.795 0.831 -2.793
H 0.963 -0.708 -3.660
H -1.900 -0.847 -4.658
H 0.563 0.607 0.185
H 1.601 -0.233 -0.933
H 2.169 -1.912 0.704
H 1.020 -1.226 1.877
H 2.275 0.839 2.002
H 3.308 -0.548 2.351
H -3.370 -2.552 -3.237
H -4.576 -2.283 -1.101
H -4.254 -0.903 -2.106
H -4.436 0.603 -0.180
H -6.871 -0.580 0.446
H -6.505 -1.249 -1.120
H -6.566 0.520 -0.880
C 7.895 0.133 2.746
C 8.187 1.180 3.804
O 6.928 1.849 3.923
C 5.955 1.007 3.504
O 4.791 1.200 3.624
O 6.494 -0.091 2.926
H 8.443 -0.794 2.887
H 8.062 0.503 1.733
H 8.441 0.738 4.769
H 8.960 1.888 3.517
```

Results
* SMILES: CC[C@H](C)[C@@]1(B(C)O)[C@@](Cl)(CCCBr)OC(=O)[C@@]1(S)C[C@@H](C)I.O=C1OCCO1
* Kohn-Sham gap: 9.334 eV
* DFT total energy: -4910.32144 a.u.


No. 4
Computed, not measured: C18H30BFO in the gas phase, with ωB97M-V/def2-TZVPD.

Geometry as XYZ:
```
51
Properties=species:S:1:pos:R:3
C 4.504 -2.578 -0.442
C 5.016 -1.144 -0.575
O 3.946 -0.227 -0.444
C 4.281 0.986 0.215
C 3.090 1.934 0.128
C 2.148 1.867 1.333
C 1.215 0.655 1.309
C 0.138 0.709 0.214
B -0.850 -0.496 0.443
C -0.511 -1.842 -0.309
C -1.277 -3.125 0.034
C -2.645 -3.211 -0.631
F -3.661 -3.474 0.300
C -2.003 -0.335 1.515
C -3.409 -0.094 0.930
C -3.442 1.072 -0.029
C -3.972 2.299 0.351
C -3.960 3.386 -0.514
C -3.417 3.259 -1.783
C -2.885 2.038 -2.180
C -2.903 0.958 -1.311
H 3.413 -2.572 -0.440
H 4.834 -3.201 -1.274
H 4.848 -3.046 0.479
H 5.777 -0.937 0.186
H 5.489 -0.995 -1.552
H 4.517 0.763 1.264
H 5.169 1.428 -0.252
H 3.442 2.957 -0.019
H 2.549 1.663 -0.782
H 1.556 2.784 1.395
H 2.755 1.830 2.244
H 0.738 0.551 2.290
H 1.830 -0.242 1.169
H 0.604 0.644 -0.774
H -0.396 1.664 0.283
H -0.544 -1.655 -1.391
H 0.560 -2.004 -0.115
H -0.684 -3.996 -0.258
H -1.416 -3.200 1.114
H -2.907 -2.269 -1.121
H -2.690 -4.010 -1.372
H -2.045 -1.221 2.159
H -1.765 0.517 2.162
H -4.105 0.114 1.747
H -3.787 -0.990 0.434
H -4.403 2.417 1.339
H -4.377 4.336 -0.204
H -3.408 4.104 -2.459
H -2.461 1.923 -3.170
H -2.493 0.007 -1.637
```

Results
* SMILES: CCOCCCCCB(CCCF)CCc1ccccc1
* Kohn-Sham gap: 9.832 eV
* DFT total energy: -903.80647 a.u.


no.,largest force on an atom (Eh/bohr),E_LUMO (eV)
1,0.0219,-8.5
2,0.1401,-0.4
3,0.0168,0.4
4,0.0054,0.8